1.
Below is a molecular structure, C47H46Br2FeN3O4P2SeSi, with properties calculated with wB97M-V/def2-TZVPD.

Each line ends with the Löwdin charge.
Atoms and positions in Å:
C: 0.076 -2.755 -3.565  -0.091
H: 4.765 4.094 -0.448  0.092
C: 0.775 -5.756 1.296  -0.057
H: 1.323 -4.495 2.948  0.113
C: -4.375 -5.239 -0.306  -0.090
C: 4.624 0.392 -1.540  -0.078
H: -3.087 -1.248 0.033  0.110
H: 6.836 2.744 -0.538  0.113
H: 4.812 2.176 4.096  0.034
H: 0.955 -2.396 1.702  0.085
C: 1.443 -0.008 -6.411  -0.064
Se: 1.170 0.817 2.219  0.431
C: 0.490 0.696 -5.692  -0.064
C: -3.950 2.613 3.562  -0.051
H: 1.345 -0.109 -7.484  0.112
P: 0.150 -1.833 -0.922  0.765
P: 1.851 0.468 -1.887  0.786
H: -5.675 -6.499 0.850  0.102
C: 1.828 -1.191 -1.158  -0.277
C: -0.429 4.194 -0.937  -0.113
C: 5.888 2.300 -0.810  -0.055
C: -4.939 0.410 3.467  -0.065
C: -4.862 1.666 4.015  -0.668
H: -1.241 3.702 -1.457  0.122
H: 1.604 3.805 4.134  0.011
C: 0.801 -3.355 1.215  -0.064
C: -1.739 -2.265 -5.060  -0.058
O: -2.227 0.698 0.983  -0.067
H: -5.653 -0.321 3.816  0.111
O: -2.133 3.089 2.020  -0.106
H: 2.971 -0.854 4.644  0.026
C: 2.504 0.000 5.137  -0.230
H: -3.920 3.588 4.020  0.101
H: 1.039 -3.221 -3.387  0.115
H: 3.516 -0.892 -3.894  0.102
H: -1.720 4.255 3.691  0.106
Si: 2.425 1.465 3.980  0.113
H: 0.156 -6.762 -0.494  0.111
C: 1.101 4.101 0.773  -0.216
H: 1.430 7.015 -0.907  0.115
O: -0.630 -0.867 -0.079  -0.401
C: -1.992 4.364 2.639  -0.043
C: -4.059 -3.057 0.524  -0.185
Br: -6.029 2.144 5.422  0.777
H: 3.275 -1.127 -6.322  0.112
C: 0.999 -4.532 1.916  -0.055
C: 1.640 2.951 4.815  -0.219
H: -0.227 -4.680 -1.748  0.098
H: -3.350 -1.107 -4.245  0.114
H: -2.191 -2.348 -6.040  0.114
C: -4.250 -1.290 1.847  -0.243
H: -2.299 -0.896 -2.020  0.099
H: 4.600 -0.655 -1.820  0.101
H: -3.119 -3.788 -1.287  0.095
Br: 3.006 6.075 1.455  0.799
C: -0.574 -2.056 -2.549  -0.287
C: 4.120 1.893 3.299  -0.226
H: -2.913 4.943 2.550  0.104
C: -4.907 -3.315 1.605  -0.217
C: 1.052 6.041 -0.631  -0.082
Fe: -0.286 1.398 0.450  0.507
H: -6.162 -4.779 2.572  0.115
H: 3.089 0.238 6.029  0.034
C: 0.130 -4.633 -0.727  -0.071
N: -3.646 -1.751 0.697  0.168
C: 1.702 0.260 -3.663  -0.278
C: 2.529 -0.582 -5.760  -0.065
H: 0.618 2.713 5.118  0.027
C: 3.457 1.151 -1.494  -0.266
H: -1.953 -0.239 0.998  0.065
C: 4.728 3.059 -0.759  -0.058
C: -3.087 2.270 2.537  -0.206
H: 0.003 -3.396 -5.605  0.115
C: -1.805 -1.458 -2.802  -0.076
C: -2.390 -1.568 -4.055  -0.058
H: 1.507 3.522 1.595  0.052
H: 2.400 -1.885 -1.779  0.082
C: 5.837 0.968 -1.201  -0.061
N: -5.007 -2.192 2.406  0.183
C: 3.513 2.486 -1.101  -0.057
H: -1.194 4.874 2.109  0.079
H: 2.284 -1.133 -0.164  0.071
H: 6.742 0.376 -1.233  0.112
O: 0.741 1.346 -1.353  -0.400
H: -0.355 1.141 -6.201  0.112
C: -3.156 0.993 1.975  -0.138
C: -0.505 -2.856 -4.817  -0.060
H: -0.447 5.943 -2.171  0.116
C: 0.342 -5.807 -0.020  -0.063
H: 0.931 -6.674 1.848  0.112
C: 0.619 0.835 -4.318  -0.068
N: 0.108 3.532 0.090  -0.018
C: 1.594 5.352 0.441  -0.667
C: 2.660 -0.448 -4.388  -0.078
H: 2.601 3.067 -1.062  0.089
H: 2.195 3.254 5.706  0.034
H: -0.120 1.381 -3.746  0.106
H: -4.188 -6.012 -1.040  0.101
C: 0.014 5.444 -1.331  -0.029
H: 4.541 1.035 2.771  0.026
H: 4.053 2.724 2.593  0.008
C: -3.776 -4.004 -0.454  -0.024
C: -5.504 -4.569 1.739  -0.006
C: -5.227 -5.517 0.777  -0.087
H: 1.502 -0.294 5.455  0.030
C: 0.370 -3.408 -0.114  -0.275
C: -4.086 0.060 2.414  -0.054

Calculated values
- Kohn-Sham gap (alpha / beta): 7.744 / 7.721 eV
- Electronic energy: -12069.2720 Ha
- Charge: +1
- Multiplicity: 5
- Highest occupied orbital energy (alpha / beta): -9.924 / -9.988 eV

2.
Below is a molecular structure, C47H46N5O2P3S2SiTi, with properties calculated with wB97M-V/def2-TZVPD.

Each line ends with the Löwdin charge.
Atoms and positions in Å:
H: 4.809 1.054 -4.291  0.102
H: -6.949 3.759 -2.513  0.065
S: -0.323 3.117 0.467  0.573
C: -2.126 -4.470 2.083  -0.090
H: 5.046 0.643 1.877  0.026
C: 2.019 -3.804 1.489  -0.107
C: 4.101 1.177 1.919  -0.154
N: -0.683 -0.106 4.439  0.096
H: -4.932 2.541 3.359  0.070
H: 4.250 2.167 1.487  0.046
H: 1.673 3.560 -1.731  0.085
H: 5.037 0.028 -0.167  0.085
H: 4.499 -3.340 3.731  0.100
H: -0.466 -4.409 -1.896  0.083
C: 0.818 4.863 -3.182  -0.080
C: -1.020 -3.708 1.733  -0.112
H: -2.759 -1.647 -4.673  0.102
H: -0.219 5.960 -4.711  0.094
C: 0.065 -0.290 -3.361  -0.338
H: -4.609 2.859 -2.323  0.085
C: 2.533 -4.590 -3.429  -0.101
C: -1.701 -1.471 -4.532  -0.082
H: 3.051 -5.166 -4.186  0.097
H: -1.246 1.835 -4.356  0.090
C: 2.580 -1.444 1.639  -0.199
C: -0.228 0.255 3.238  -0.318
H: -2.037 -0.036 -2.989  0.024
H: -1.886 -2.961 -1.451  0.087
C: -1.996 -0.881 2.810  -0.181
H: 0.696 -5.680 -3.616  0.101
N: 1.876 3.278 3.476  0.008
C: -5.445 2.374 -1.802  -0.380
C: -1.931 -3.407 -0.464  -0.172
Si: 2.642 0.372 1.062  0.600
N: -1.817 -0.812 4.123  0.012
N: -1.011 -0.258 2.202  -0.001
H: -1.077 -2.911 -5.998  0.096
H: -3.430 3.899 1.054  0.090
H: 6.131 0.301 -2.306  0.100
H: -1.539 3.996 -5.446  0.096
H: 2.054 -0.841 -3.976  0.083
H: 3.157 -5.160 2.691  0.101
O: -3.382 1.834 1.297  -0.462
H: -2.202 -4.866 3.088  0.100
C: -1.291 -0.539 -3.590  -0.151
C: 1.926 3.564 2.190  -0.234
P: 0.439 0.949 -2.039  1.036
H: 1.057 2.010 4.889  0.092
C: 2.993 -4.125 2.416  -0.077
H: -3.827 -4.314 -0.839  0.105
C: 0.588 -1.933 -5.058  -0.089
H: -3.998 -5.296 1.436  0.097
H: -2.829 -1.341 2.308  0.118
C: -3.035 -4.169 -0.118  -0.076
C: 0.241 2.527 -2.964  -0.354
C: 1.281 2.137 3.835  -0.173
O: -5.017 1.854 -0.556  -0.407
C: 0.833 1.160 2.949  -0.249
C: 3.552 -1.798 2.589  -0.083
C: 1.189 -3.100 -1.474  -0.320
H: -2.398 -1.187 4.848  0.140
C: 3.186 -3.559 -2.763  -0.078
C: 1.342 2.718 1.110  -0.716
C: 3.044 0.509 -0.839  -0.210
H: 3.050 -2.028 -1.293  0.089
H: 2.392 1.380 -4.068  0.114
H: 3.821 1.322 2.965  0.042
C: -4.861 3.266 2.547  -0.087
H: -5.788 1.552 -2.442  0.106
H: 2.399 4.491 1.888  0.084
S: -2.842 -0.229 -0.545  0.237
C: -0.826 3.905 -4.637  -0.092
C: 1.785 -2.479 1.133  -0.368
Ti: -0.526 0.645 0.341  0.140
C: 4.332 0.885 -3.334  -0.076
H: 2.027 2.753 0.249  0.057
C: -0.660 2.675 -4.011  -0.076
P: -3.333 1.755 -0.358  0.469
H: -4.980 4.265 2.974  0.069
C: 2.517 -2.823 -1.802  -0.099
H: -7.388 2.901 -1.030  0.070
H: 1.395 5.712 -2.839  0.102
C: -0.088 5.001 -4.227  -0.100
H: -2.688 3.302 2.529  0.099
N: 1.232 1.276 1.536  -0.276
C: -0.761 -2.176 -5.269  -0.095
H: -5.676 3.078 1.850  0.060
C: 0.552 -4.143 -2.135  -0.077
C: 0.974 3.641 -2.554  -0.130
P: 0.469 -2.104 -0.084  1.109
H: 4.216 -3.320 -2.990  0.103
C: 5.064 0.473 -2.232  -0.080
C: 4.426 0.311 -1.011  -0.121
C: -3.526 3.144 1.844  -0.362
H: 1.427 -4.593 1.038  0.112
C: 2.308 0.849 -1.997  -0.334
C: -3.133 -4.706 1.158  -0.091
H: 4.167 -1.034 3.038  0.084
H: -0.257 -3.509 2.479  0.107
C: -0.905 -3.178 0.454  -0.372
C: 3.746 -3.111 2.987  -0.078
C: 1.217 -4.876 -3.112  -0.087
C: -6.564 3.370 -1.569  -0.095
C: 2.968 1.072 -3.202  -0.126
H: -6.206 4.209 -0.973  0.070
C: 0.992 -0.999 -4.115  -0.094
H: 1.339 -2.479 -5.613  0.100

Calculated values
- Kohn-Sham gap (alpha / beta): 4.377 / 6.427 eV
- Electronic energy: -5202.4592 Ha
- Charge: -1
- Multiplicity: 4
- Highest occupied orbital energy (alpha / beta): -2.057 / -4.108 eV

3.
Below is a molecular structure, C47H47BF4IIrN3OP2 in a non-equilibrium geometry, with properties calculated with wB97M-V/def2-TZVPD.

Each line ends with the Löwdin charge.
Atoms and positions in Å:
H: 0.387 4.256 2.001  0.040
H: -1.382 4.780 -5.640  0.115
H: 2.128 -2.723 2.370  0.140
H: 2.797 0.022 0.673  0.068
N: 0.621 -1.496 0.861  0.016
C: 1.929 0.963 3.069  -0.159
C: -2.229 2.913 -6.234  -0.009
C: -3.153 -2.663 4.062  -0.027
C: -2.554 4.530 -0.339  -0.054
C: 1.354 -5.231 5.299  -0.065
C: 3.313 0.410 -2.957  -0.048
H: 1.108 -4.933 0.718  0.081
F: 1.294 -2.555 -3.290  0.165
H: -3.468 1.047 0.203  0.019
C: 0.318 -1.929 2.054  -0.370
C: 3.046 2.529 -4.043  -0.062
C: 2.926 2.758 0.981  -0.143
H: -5.445 0.478 1.508  0.112
F: -0.201 -0.836 -3.610  0.046
H: 0.255 -0.550 4.404  0.027
C: 2.961 -0.994 0.344  -0.052
C: 0.087 4.144 -1.121  -0.112
C: -3.321 0.796 -6.719  -0.016
C: 0.958 -4.216 -0.094  -0.019
H: 2.958 2.402 -0.050  0.045
C: 2.065 -3.198 -0.111  -0.210
C: -4.434 -1.005 2.686  -0.038
C: -0.832 3.111 -1.252  -0.386
H: -1.969 6.552 0.085  0.109
H: 0.964 -4.776 -1.028  0.099
C: 2.036 0.524 -2.435  -0.107
O: 0.525 1.445 0.729  -0.448
C: 0.634 -2.515 5.263  -0.215
H: 3.451 -4.574 -0.961  0.125
H: -3.523 1.179 -7.711  0.120
C: -2.603 1.618 -5.819  -0.145
H: 5.359 -3.011 -0.926  0.112
H: 1.642 -0.271 -1.819  0.066
C: 0.382 -1.031 5.367  -0.033
H: 1.870 -4.949 3.240  0.114
H: -2.478 3.230 -7.238  0.122
H: -4.147 -2.851 4.461  0.087
C: -3.600 -0.840 -5.010  -0.137
C: -3.772 -0.432 -6.341  -0.051
H: -5.319 -1.259 3.256  0.117
H: 3.889 -0.483 -2.765  0.107
C: 1.100 -3.147 4.103  -0.195
C: -1.646 5.578 -0.259  -0.072
N: -0.915 -1.925 2.580  0.161
C: -1.488 2.001 -3.670  -0.245
C: 3.821 1.414 -3.764  -0.057
N: 1.287 -2.462 2.864  0.158
H: 1.231 -0.562 5.871  0.100
H: -2.860 2.492 -0.940  0.072
Ir: -0.731 -0.275 -0.426  1.022
P: -0.500 1.548 -2.152  1.031
C: -0.327 5.378 -0.636  -0.080
H: -3.584 4.677 -0.042  0.112
H: 1.157 3.475 -3.848  0.091
C: -2.105 -1.312 2.186  -0.201
C: -1.229 3.287 -4.102  -0.096
C: -1.613 3.760 -5.364  -0.044
H: -4.036 -1.772 -4.676  0.100
C: 1.751 2.622 -3.558  -0.082
H: 0.384 6.193 -0.569  0.111
H: 5.037 -0.699 -0.075  0.112
C: -2.922 -0.047 -4.129  -0.554
H: 3.818 2.423 1.509  0.058
C: -4.511 -0.032 1.701  -0.076
C: 4.210 -1.397 -0.092  -0.079
I: -3.182 -0.604 -2.116  1.337
C: -2.147 3.302 -0.835  -0.093
C: 0.485 -3.294 6.410  -0.039
C: 1.474 -4.491 4.139  -0.010
H: 1.110 4.002 -1.447  0.099
H: 1.652 -6.270 5.310  0.112
C: 4.392 -2.690 -0.563  -0.060
H: 3.434 3.324 -4.666  0.110
H: -2.758 -3.616 3.698  0.096
H: 1.282 3.770 3.461  0.064
P: 1.413 2.091 1.745  0.597
H: -0.984 -2.446 3.441  0.104
H: 4.812 1.319 -4.188  0.111
H: 2.650 1.460 3.719  0.072
H: 2.359 0.045 2.672  0.035
H: -0.707 3.975 -3.459  0.088
H: 1.041 0.719 3.651  0.023
F: -0.407 -2.237 -1.775  -0.077
H: -0.312 3.055 3.096  0.065
C: 1.890 -1.885 0.351  -0.268
C: 0.831 -4.632 6.436  -0.065
H: -2.528 -2.325 4.894  0.080
H: -0.499 -0.827 5.977  0.090
H: -0.021 -3.755 0.015  0.071
F: -0.890 -2.999 -3.901  0.162
C: -3.236 -1.638 2.961  -0.201
C: -2.186 -0.403 1.135  -0.202
C: 3.323 -3.569 -0.579  -0.019
H: -4.310 -1.067 -7.031  0.115
H: 0.118 -2.822 7.314  0.120
H: 0.713 -5.206 7.346  0.111
C: -3.391 0.267 0.949  -0.231
C: 0.617 3.430 2.666  -0.149
H: 2.911 3.847 0.989  0.056
C: 1.228 1.613 -2.749  -0.323
C: -2.307 1.171 -4.493  -0.193
B: -0.029 -2.196 -3.203  -1.277

Calculated values
- Kohn-Sham gap (alpha / beta): 7.127 / 6.548 eV
- Electronic energy: -3567.8186 Ha
- Charge: +1
- Multiplicity: 1
- Highest occupied orbital energy (alpha / beta): -10.397 / -10.452 eV

4.
Below is a molecular structure, C47H47BIrN7O11S, with properties calculated with wB97M-V/def2-TZVPD.

Each line ends with the Löwdin charge.
Atoms and positions in Å:
C: 5.195 0.397 5.945  -0.075
H: 2.976 -1.218 2.746  0.117
H: -0.828 2.522 0.112  0.090
C: -2.456 3.603 -0.768  -0.085
H: -3.558 -1.027 3.718  0.116
H: 1.350 -5.778 -0.433  0.103
Ir: -0.035 -0.329 0.235  1.524
C: -1.796 -1.552 -3.051  -0.166
H: -3.060 -4.789 2.521  0.130
C: 0.390 -4.031 -1.207  -0.034
H: -3.921 4.728 -1.876  0.092
H: 5.640 2.233 -2.844  0.062
C: 0.416 -5.343 -0.768  -0.075
C: -4.420 0.334 0.326  -0.067
C: 3.789 1.683 1.197  -0.216
C: 0.820 2.288 -2.022  -0.286
C: -5.260 1.345 0.744  0.071
C: 5.859 2.219 -3.911  -0.080
C: -2.184 4.248 -3.068  -0.110
H: 2.588 -0.485 5.550  0.096
H: -2.564 4.743 -3.956  0.093
C: -0.754 -6.093 -0.746  -0.089
C: -0.957 3.616 -3.111  -0.039
H: -4.314 -0.328 -5.712  0.101
H: 5.569 1.977 4.020  0.094
C: -2.178 -2.625 4.136  -0.088
H: 1.837 2.817 -5.504  0.104
H: -3.282 -2.568 -5.924  0.100
C: -3.027 -3.785 2.090  -0.081
C: 4.320 0.294 3.561  -0.183
H: -6.231 1.463 0.286  0.131
O: -6.869 3.298 1.713  0.054
H: -0.736 -7.116 -0.391  0.098
O: -1.507 0.758 3.933  0.056
S: 3.315 0.443 -2.245  1.051
C: -1.978 -4.215 -1.626  -0.043
C: -0.806 -3.460 -1.644  -0.178
C: -2.768 1.022 1.961  -0.075
H: 4.529 1.242 6.132  0.091
C: 4.762 1.460 -4.661  -0.260
O: 2.406 0.076 0.404  -0.021
C: -0.834 -2.019 -2.026  -0.273
H: 5.938 3.248 -4.267  0.058
H: 3.390 2.798 -6.343  0.106
C: 4.645 2.241 2.116  0.014
C: -4.346 -3.079 2.342  -0.174
O: -0.385 0.749 2.004  -0.176
H: 3.023 -1.964 4.683  0.069
O: -4.547 -2.859 3.731  -0.121
H: -4.358 -2.129 1.803  0.104
C: -2.137 -2.375 -4.125  -0.037
C: -1.218 2.982 -0.789  -0.029
H: -3.037 3.605 0.148  0.091
B: 2.520 1.167 -0.606  -1.106
N: 0.007 -2.236 1.459  0.110
H: -2.142 -3.516 4.767  0.128
O: -5.805 -0.156 -1.442  0.061
C: -2.953 4.239 -1.903  -0.107
O: 3.393 2.178 0.000  0.124
H: 2.678 4.604 -3.982  0.068
H: -1.690 -3.358 -4.210  0.115
N: 1.609 2.386 -3.098  0.129
H: 1.288 -3.425 -1.213  0.116
H: 6.187 0.784 5.702  0.075
C: -0.445 2.959 -1.971  -0.153
N: 0.004 -1.232 -1.460  -0.002
C: -3.638 1.975 2.411  0.057
H: 6.603 -1.099 4.089  0.085
O: -4.559 -1.730 -0.690  0.062
C: 4.899 1.530 3.297  -0.042
C: 3.392 -1.203 5.372  -0.060
H: 5.090 3.210 1.929  0.114
C: 3.146 4.429 -4.950  -0.078
C: -1.948 -5.526 -1.172  -0.089
H: 5.317 -2.262 3.743  0.082
O: -2.284 -0.719 0.436  -0.156
C: 3.210 0.444 1.451  -0.195
C: 2.717 1.726 -3.293  -0.586
C: 4.645 -0.500 4.830  -0.561
O: -5.385 3.945 3.124  0.062
H: -1.401 -1.925 4.440  0.129
C: -3.257 0.158 -3.909  -0.057
H: 3.629 -1.702 6.316  0.078
C: -3.028 -1.928 -5.087  -0.078
H: -2.915 -3.762 -1.927  0.116
H: -3.790 -1.808 5.292  0.133
H: -3.376 2.585 3.264  0.137
H: -2.827 -3.844 1.023  0.115
C: -4.869 2.167 1.774  -0.159
C: 3.460 -0.260 2.598  0.058
H: 5.287 -0.181 6.869  0.078
H: -3.698 1.141 -3.814  0.109
H: 5.974 -2.134 5.388  0.079
N: -1.938 -3.042 2.746  -0.050
C: -3.102 0.161 0.866  -0.313
C: -3.550 -1.985 4.245  -0.167
H: -2.082 0.358 -2.122  0.099
C: -3.597 -0.667 -4.974  -0.076
C: -2.352 -0.278 -2.956  -0.011
N: -4.960 -0.579 -0.672  -0.340
H: 4.788 0.408 -4.380  0.077
C: -1.465 0.806 2.711  -0.594
H: -0.367 3.606 -4.019  0.096
O: 1.179 1.617 -0.889  0.004
H: 4.213 4.644 -4.868  0.056
H: -5.169 -3.697 1.989  0.133
C: -0.924 -2.595 2.060  -0.235
N: -5.770 3.209 2.234  -0.364
C: 2.906 2.983 -5.383  -0.219
N: 3.415 1.976 -4.453  -0.137
H: -2.863 -6.106 -1.149  0.104
H: 4.953 1.514 -5.733  0.106
C: 5.701 -1.565 4.492  -0.052
H: 2.710 5.120 -5.676  0.068
H: 6.826 1.729 -4.058  0.070

Calculated values
- Kohn-Sham gap (alpha / beta): 4.786 / 5.970 eV
- Electronic energy: -3557.4748 Ha
- Charge: -1
- Multiplicity: 6
- Highest occupied orbital energy (alpha / beta): -2.992 / -5.425 eV